1.
15
Properties=species:S:1:pos:R:3:lowdin_charge:R:1 method="wB97M-V/def2-TZVPD" e_tot_ev=-29363.364 total_charge=0 homo_lumo_gap_ev=8.80 e_lumo_ev=0.317 relative_energy_kj_mol=218.3 smiles="C=NN(C)C(=S)NS"
C 2.2439 -0.2160 0.9870 -0.045
N 1.6658 -0.7302 -0.0122 0.012
N 0.3413 -0.3351 -0.2403 -0.198
C -0.4117 -1.4301 -0.8775 -0.063
C -0.0615 0.9585 -0.3055 -0.916
S 0.9131 2.3162 -0.2807 0.611
N -1.4298 1.1304 -0.4934 -0.435
S -2.5987 0.3765 0.5008 0.766
H 3.2770 -0.5073 1.1393 0.077
H 1.7905 0.4784 1.6755 0.060
H -1.1605 -1.0232 -1.5427 0.069
H -0.9099 -2.0741 -0.1271 0.080
H 0.2888 -2.0300 -1.4043 0.070
H -1.6323 2.0917 -0.6860 0.042
H -2.3160 0.9944 1.6672 -0.132

2.
89
Properties=species:S:1:pos:R:3:lowdin_charge:R:1 method="wB97M-V/def2-TZVPD" e_tot_ev=-106469.179 total_charge=0 homo_lumo_gap_ev=8.35 e_lumo_ev=0.156
C 2.5937 1.1061 2.0851 -0.089
C 2.4425 0.7254 0.5742 -0.242
C 1.6546 -0.5709 0.2983 -0.167
C 0.2947 -0.6915 1.0460 -0.213
C 0.0189 -2.2374 1.2435 -0.042
B -0.9418 -0.0758 0.2663 -0.474
O -0.9002 1.0492 -0.5990 0.234
B -1.8726 1.9398 -0.1047 -0.287
O -2.4200 1.6291 1.1715 0.183
B -2.9931 0.3154 1.1020 -0.532
C -4.4689 0.1262 1.6794 -0.127
N -5.4093 0.7161 0.6513 0.008
O -2.2308 -0.6800 0.4895 0.258
H 2.2847 2.1498 2.2282 0.063
H 3.6606 1.0484 2.3516 0.064
H 2.0705 0.4377 2.7780 0.054
H 2.0626 1.5978 0.0052 0.071
H 3.4573 0.5560 0.1900 0.091
H 1.4197 -0.5604 -0.7811 0.106
H 2.2552 -1.4748 0.4558 0.112
H 0.2847 -0.2588 2.0653 0.105
H 0.9508 -2.6447 1.6519 0.083
H -0.8082 -2.3426 1.9532 0.077
H -0.2449 -2.6826 0.2734 0.056
H -2.2140 2.9084 -0.6901 0.114
H -4.7546 -0.9172 1.8425 0.105
H -4.5668 0.7349 2.5882 0.101
H -5.0384 0.4193 -0.2460 0.051
H -5.2910 1.7216 0.7025 0.064
C -2.3016 0.9439 4.8130 -0.245
S -0.6368 0.4614 5.2982 0.818
O -0.1943 -0.6031 4.3462 -0.542
C -1.1088 -0.3626 6.8319 -0.258
H -2.2368 1.4442 3.8472 0.042
H -2.9340 0.0586 4.7238 0.061
H -2.7170 1.6315 5.5499 0.061
H -1.8157 -1.1660 6.6204 0.056
H -1.5550 0.3656 7.5098 0.054
H -0.2097 -0.7776 7.2838 0.046
C 3.6841 3.6745 -2.4136 -0.263
S 2.4497 2.3778 -2.6191 0.804
O 3.1271 1.0784 -2.3545 -0.538
C 2.3087 2.5496 -4.4083 -0.265
H 3.9549 3.7194 -1.3601 0.049
H 4.5690 3.4424 -3.0072 0.058
H 3.2618 4.6318 -2.7209 0.052
H 3.2831 2.3943 -4.8724 0.057
H 1.9292 3.5435 -4.6481 0.051
H 1.6088 1.7965 -4.7659 0.047
C -2.0290 -5.1906 -3.4968 -0.263
S -0.8126 -3.9761 -2.9568 0.811
O -0.5269 -4.2369 -1.5163 -0.542
C -1.9105 -2.5522 -3.0340 -0.268
H -1.5582 -6.1721 -3.4830 0.049
H -2.8824 -5.1868 -2.8181 0.057
H -2.3503 -4.9565 -4.5121 0.052
H -2.7711 -2.7148 -2.3822 0.065
H -2.2366 -2.3986 -4.0609 0.028
H -1.3581 -1.6771 -2.6974 0.049
C 2.3445 4.9817 6.7855 -0.272
S 1.9314 3.4847 5.8708 0.796
O 0.4518 3.3182 5.9405 -0.589
C 2.6526 2.3337 7.0552 -0.264
H 1.9453 5.8336 6.2382 0.048
H 1.8968 4.9455 7.7791 0.057
H 3.4283 5.0752 6.8611 0.052
H 2.1849 2.4660 8.0316 0.058
H 3.7265 2.5090 7.1226 0.053
H 2.4713 1.3221 6.6960 0.045
C -3.4627 0.9663 -6.8048 -0.268
S -2.5995 0.7977 -5.2326 0.814
O -1.8260 -0.4764 -5.2879 -0.559
C -4.0702 0.4886 -4.2371 -0.262
H -2.7195 1.1261 -7.5837 0.050
H -4.0247 0.0569 -7.0192 0.058
H -4.1331 1.8250 -6.7617 0.053
H -4.5944 -0.3904 -4.6137 0.062
H -4.7217 1.3619 -4.2732 0.055
H -3.7527 0.3132 -3.2102 0.040
C 3.9673 -2.8680 -4.1668 -0.270
S 4.3132 -3.7288 -2.6221 0.804
O 5.4024 -4.7114 -2.8962 -0.567
C 2.7645 -4.6471 -2.5701 -0.277
H 4.8334 -2.2573 -4.4153 0.047
H 3.7909 -3.5920 -4.9633 0.055
H 3.0960 -2.2251 -4.0374 0.050
H 2.6652 -5.2585 -3.4681 0.059
H 1.9327 -3.9488 -2.4944 0.006
H 2.7788 -5.2888 -1.6917 0.056